(1)
ORCA calculation (wB97M-V/def2-TZVPD) on a molecular structure, C20H39IrO3P3.

Results
**E_tot**: -58174.413 eV
**Total charge**: +4
**Spin multiplicity**: 6
**⟨S²⟩**: 8.763
**LUMO level (spin up / spin down)**: -10.8 / -14.2 eV

Last column: Löwdin charge in e.
Geometry (Å):
1 H 4.43006 -3.46266 0.06143  0.062
2 H -3.66146 5.32453 -0.89898  0.093
3 H -4.49171 -3.32773 2.31960  0.093
4 C -0.57933 1.16898 -3.24015  -0.199
5 C 0.38536 -1.34516 2.74182  -0.456
6 P 4.44541 -1.09286 0.48852  1.035
7 H -3.80449 3.58268 -0.48881  0.057
8 C -1.28921 -0.01027 -3.46262  -0.181
9 O 0.77355 1.35170 0.58536  0.104
10 C -3.21373 4.33143 -1.03531  -0.224
11 H 1.14867 -2.78333 4.17036  0.101
12 H -4.89644 -3.33118 -0.90651  0.102
13 H -1.12231 2.05577 -2.93531  0.124
14 H 1.38292 2.01217 -2.95904  0.145
15 H 2.56794 -0.13705 -3.35407  0.138
16 C -3.82953 -2.45392 2.24048  -0.156
17 H -0.76098 5.42519 -2.43043  0.057
18 H -1.33368 6.61016 -1.22076  0.098
19 C 0.49804 0.65228 -0.29482  -0.291
20 H -0.78804 0.01786 3.86296  0.105
21 H -1.07387 -3.20915 0.61687  0.052
22 H 4.37622 -1.64794 2.80055  0.053
23 H -2.22367 4.29321 1.86439  0.059
24 C -1.70965 5.01267 1.21467  -0.216
25 H 6.06746 -1.76005 2.17775  0.092
26 C 5.13946 -1.17249 2.16752  -0.210
27 H 5.18307 0.28646 -1.35656  0.051
28 C 0.53347 -2.74589 3.26461  -0.005
29 H 5.51824 1.06414 0.19756  0.063
30 H 0.64494 -0.57894 4.74595  0.098
31 O -2.17201 0.46321 0.61819  0.053
32 C 0.27257 -0.25393 3.77061  0.009
33 H -1.19730 -2.11410 -3.83900  0.148
34 H -5.40933 -1.66085 -0.45519  0.092
35 Ir 0.09167 -0.26823 -1.94883  1.356
36 C 0.77419 -1.25859 -3.67289  -0.162
37 H 0.26584 5.81921 -1.05351  0.063
38 H 6.57470 -0.27484 -0.37245  0.093
39 H -0.45415 -3.14673 3.54161  0.099
40 H -4.36587 -1.55719 2.58909  0.095
41 H -2.36497 -0.03098 -3.41280  0.140
42 C 5.54896 0.10907 -0.33748  -0.222
43 H 1.27579 -2.19635 -3.79342  0.146
44 H 4.79891 -2.52816 -1.40921  0.060
45 H -0.73174 5.20664 1.67100  0.064
46 P -1.46866 4.23923 -0.44367  1.047
47 C -4.55582 -2.29485 -0.74149  -0.144
48 H -4.14576 -1.88870 -1.67887  0.073
49 O 0.29986 -1.10201 1.52812  -0.063
50 H -3.23345 4.05758 -2.09952  0.055
51 H -2.95602 -2.59805 2.89693  0.075
52 H -2.29780 5.94330 1.18774  0.096
53 C 5.01114 -2.62058 -0.33502  -0.221
54 C 1.49761 -0.07851 -3.44885  -0.171
55 P -3.32981 -2.28263 0.55589  0.848
56 H -2.35473 -4.42991 0.22554  0.097
57 H 0.81749 0.63134 3.42855  0.091
58 H -1.77123 -3.25719 -1.00887  0.062
59 H 5.30580 -0.14867 2.53272  0.072
60 H 6.08323 -2.76405 -0.16178  0.090
61 C -0.60889 -1.21586 -3.68547  -0.182
62 H 0.97847 -3.40460 2.51228  0.090
63 C 0.81696 1.13884 -3.25931  -0.183
64 C -0.77555 5.67286 -1.36260  -0.221
65 C -2.53349 -0.64030 0.46744  -0.232
66 C -2.00328 -3.39601 0.05753  -0.156

(2)
ORCA calculation (wB97M-V/def2-TZVPD) on a molecular structure, C20H39MoNOP2Si.

Results
**ΔE to the lowest compared entry with this formula, charge and spin**: 2.5400 eV
**E_tot**: -53202.842 eV
**Total charge**: +2
**Spin multiplicity**: 1
**LUMO level**: -7.9 eV

Last column: Löwdin charge in e.
Geometry (Å):
1 H -1.74182 2.32256 2.29817  0.010
2 H 0.59392 0.48967 4.59572  0.047
3 P -1.91494 2.06543 -0.12923  0.673
4 H -3.80158 0.56423 0.41127  0.033
5 H -0.80584 3.75394 -1.50180  0.030
6 C -2.00947 -2.55360 -4.69067  -0.048
7 C 3.40391 -0.27425 2.78259  0.009
8 C 1.84380 -2.06145 1.72673  -0.224
9 C -2.12933 -1.51305 -5.61918  -0.037
10 C 3.26203 -1.63126 2.17588  -0.481
11 H 0.80511 -2.12986 4.55870  0.037
12 H 0.34861 1.48169 3.14810  0.021
13 N -1.32465 -0.64416 -1.63182  -0.133
14 H 5.15771 -2.15983 2.98797  0.105
15 P 1.32993 0.83160 -1.37514  0.675
16 C -1.82419 -2.27372 -3.34370  -0.014
17 H -2.07041 -3.58710 -5.02599  0.121
18 C -3.59297 1.35068 -0.32589  -0.237
19 H 2.18409 -1.45426 -1.47255  0.039
20 C -1.96716 2.97557 1.44507  -0.226
21 H -2.48673 4.20437 -1.10052  0.069
22 H -2.16381 3.00030 -2.37962  0.045
23 Mo -0.56370 0.18041 -0.24720  0.920
24 H 4.52995 -3.34594 1.80703  0.119
25 O 2.95954 -1.70744 0.79111  -0.041
26 H 0.75951 2.98494 -2.39391  0.026
27 H -0.36013 -3.21100 3.76038  0.046
28 H 2.54215 2.23037 0.17226  0.056
29 H 1.14799 -1.07867 -2.88385  0.042
30 H -3.69767 0.91639 -1.32762  0.043
31 C -1.95068 0.11805 -3.84766  -0.037
32 C -1.72078 -0.93069 -2.91595  -0.369
33 C -0.11279 0.71880 3.78449  -0.170
34 H 3.84459 -3.26183 3.46375  0.108
35 H -1.21547 3.77505 1.41334  0.065
36 H -1.98570 1.15099 -3.48188  0.086
37 H -1.00374 1.15938 4.25310  0.054
38 H 2.12532 2.17129 -3.20972  0.064
39 H -2.21423 0.63487 -5.91553  0.122
40 C 4.25613 -2.67189 2.63294  0.021
41 H 4.47055 0.00084 2.77510  0.113
42 C 0.65761 -1.30402 1.47301  -0.030
43 H 3.22305 0.56821 0.09081  0.025
44 Si -0.54515 -0.87400 2.88044  0.430
45 H -2.91689 -1.41526 3.14175  0.066
46 H 2.83649 0.48979 2.23576  0.076
47 C -2.10750 -0.18003 -5.19702  -0.052
48 C -2.35370 -0.87709 2.36080  -0.182
49 H -2.53135 -1.40063 1.41093  0.032
50 C -0.22580 -2.20669 4.18289  -0.178
51 C -1.83076 3.37491 -1.40199  -0.234
52 H 0.44821 1.63299 -3.51501  0.044
53 H -4.32760 2.15909 -0.21103  0.068
54 H -2.78294 0.13218 2.29748  0.011
55 H 2.12486 -2.97872 2.38012  0.195
56 H -2.96361 3.41963 1.57689  0.074
57 H 3.54494 1.73730 -1.23270  0.074
58 H -0.89729 -2.11415 5.04960  0.053
59 C 1.92099 -0.68642 -2.21227  -0.221
60 C 2.80478 1.39845 -0.49367  -0.226
61 C 1.13728 2.02019 -2.75262  -0.229
62 H -2.25303 -1.73773 -6.67787  0.123
63 H 2.81542 -0.43056 -2.79763  0.070
64 H 3.06181 -0.26789 3.82939  0.111
65 H -1.74688 -3.05102 -2.58229  0.121

(3)
ORCA calculation (wB97M-V/def2-TZVPD) on a molecular structure, C20H39N4O4Zn.

Results
**E_tot**: -83937.875 eV
**Total charge**: +1
**Spin multiplicity**: 1
**LUMO level**: -2.1 eV

Last column: Löwdin charge in e.
Geometry (Å):
1 H -2.78582 -2.67611 2.47441  0.084
2 H 1.29072 -3.57709 -0.26416  0.082
3 C 2.08192 0.17274 -2.74713  -0.627
4 H -1.44476 1.62925 1.88868  0.112
5 H -1.69353 3.46617 -2.12889  0.084
6 H -2.30425 -2.23808 -0.07160  0.119
7 H 2.75212 3.01601 1.91778  0.108
8 H 0.45220 4.74335 2.44088  0.098
9 H 0.33042 -1.37898 -0.41720  0.113
10 H 1.11014 -4.06858 -1.94558  0.107
11 C 0.27579 2.99370 -1.29422  -0.343
12 H 1.26760 -2.58567 2.68307  0.143
13 H -1.42112 -3.05929 3.53064  0.090
14 H 1.27570 3.41418 -1.42251  0.137
15 C 2.13794 3.25958 1.05028  -0.013
16 H -1.61466 1.35699 -1.87738  0.134
17 C -0.20703 3.33266 0.11461  -0.100
18 C -1.85295 -3.23769 2.54489  -0.037
19 O 1.91801 -0.86686 -3.37014  0.054
20 H 0.24122 -4.94443 -0.68291  0.107
21 O 3.00748 0.41063 -1.88263  -0.064
22 O 2.02346 -1.23670 0.33043  -0.078
23 H -1.62940 -4.49196 -2.35288  0.104
24 H -0.84566 3.59818 2.73278  0.089
25 C -0.86983 -2.85818 1.43899  -0.343
26 C 0.22523 3.68383 2.55299  -0.024
27 C -1.16988 -0.46636 1.94355  -0.154
28 H -0.81676 -3.26611 -3.31736  0.105
29 H -0.29612 4.42154 0.14038  0.139
30 C -0.81095 0.80209 -1.38025  -0.125
31 C -1.53231 -3.00380 0.06316  -0.086
32 H -2.35048 -2.89770 -2.50059  0.088
33 C 0.66948 2.92119 1.30100  -0.547
34 N -0.02894 -1.64042 -1.35829  0.101
35 N 0.61081 1.44022 1.49347  -0.013
36 N 0.46802 1.52492 -1.53903  -0.138
37 H 0.33590 1.12166 -3.64895  0.131
38 H -2.10153 -4.29611 2.47770  0.090
39 H 2.58422 2.74839 0.18033  0.068
40 C -1.40311 -3.42819 -2.41167  -0.017
41 H -2.07380 -3.95281 0.05932  0.139
42 C -0.61711 -3.03307 -1.16843  -0.485
43 H -0.49749 1.11249 3.24867  0.125
44 H -1.22788 2.96707 0.26147  0.122
45 H 0.75551 3.32171 3.43509  0.101
46 C 2.07674 -0.93265 1.57296  -0.608
47 H -1.04494 0.78162 -0.31896  0.092
48 H 1.36832 1.23186 2.14257  0.080
49 H -1.95702 -0.91388 -1.75205  0.123
50 H 0.90306 -1.00968 3.36963  0.138
51 N -0.23409 -1.53682 1.63090  -0.134
52 H 1.63224 2.21695 -3.14172  0.139
53 C 0.98923 -1.56165 2.43010  -0.053
54 C -0.63889 3.66939 -2.31702  -0.030
55 H 2.24996 4.32284 0.83690  0.113
56 H -0.77518 -0.63227 -3.02155  0.134
57 H -1.90413 -0.44143 1.13294  0.108
58 H -0.04763 -3.57400 1.46910  0.132
59 H -1.74651 -0.68306 2.85391  0.122
60 Zn 2.09968 0.69812 -0.18684  0.853
61 O 2.81603 -0.02168 1.97683  0.016
62 H 0.80418 -1.71184 -1.96829  0.132
63 C 0.58247 -3.95857 -0.99736  -0.001
64 H -0.50595 4.74827 -2.24961  0.097
65 C 1.07762 1.31756 -2.87481  -0.084
66 C -0.62656 0.96737 2.17432  -0.145
67 H -0.40692 3.37826 -3.34003  0.084
68 C -0.93028 -0.60906 -1.94471  -0.088

(4)
ORCA calculation (wB97M-V/def2-TZVPD) on a molecular structure, C20H39NO3PPdSi2Te.

Results
**ΔE to the lowest compared entry with this formula, charge and spin**: 0.0000 eV
**E_tot**: -64821.544 eV
**Total charge**: +1
**Spin multiplicity**: 1
**LUMO level**: -3.0 eV

Last column: Löwdin charge in e.
Geometry (Å):
1 H -0.55032 -0.71740 3.20729  0.058
2 C -1.18280 -1.04474 2.37894  -0.488
3 H -5.74512 -1.65177 1.17660  0.041
4 C 4.91632 -0.75497 -0.96101  0.006
5 H 0.48336 -4.78702 1.00758  0.044
6 H 0.78770 -2.31236 -2.38542  0.098
7 H -4.19485 -2.46356 -1.90069  0.037
8 C -0.42481 3.04133 -3.39880  -0.138
9 C 0.61436 -2.71472 -1.38605  -0.025
10 H 0.51297 4.94474 2.79161  0.060
11 C -5.10133 1.19852 -0.47847  -0.181
12 C -4.70165 -1.49668 -1.92401  -0.172
13 H 5.68264 -4.05276 -1.02428  0.111
14 C 1.11433 -4.23839 1.70913  -0.125
15 H 1.73941 4.21867 -0.98896  0.047
16 H -4.86515 1.79441 0.40653  0.021
17 Pd 0.61278 1.32185 0.31770  0.514
18 C 5.07049 -3.16439 -0.93863  -0.053
19 O -0.61171 -2.00421 1.57886  -0.271
20 Si -4.27073 -0.47301 -0.42834  0.393
21 C 0.52342 3.86583 2.63148  -0.243
22 H -1.93661 3.95488 0.79337  0.028
23 H 1.82623 -1.70098 3.64802  0.048
24 O 2.53352 1.36372 -0.56447  -0.123
25 N 1.29830 -0.50243 -0.47422  -0.003
26 H -1.16909 4.13040 -0.79565  0.032
27 H 0.80173 1.73629 -2.58754  0.067
28 C 3.70720 -3.29755 -0.71891  -0.015
29 H -0.45109 -2.64640 -1.16364  0.063
30 H -4.41645 -0.98958 -2.84780  0.037
31 H -0.97196 5.40092 0.43565  0.063
32 H -0.53187 2.56092 -4.37305  0.084
33 C -4.68914 -1.37534 1.15583  -0.183
34 H -0.32425 3.42152 3.15390  0.039
35 C -1.05494 4.32597 0.27017  -0.242
36 H 0.30392 3.85173 -3.48019  0.082
37 H 1.92083 -0.35002 2.50094  0.023
38 C 1.46719 -1.95868 -0.36581  -0.458
39 H 1.44292 3.45077 3.04331  0.055
40 H 3.09668 -1.65828 2.42867  0.052
41 H -4.50571 -0.75552 2.03793  0.023
42 H -4.79770 1.76498 -1.36176  0.036
43 H -5.77600 -1.68660 -1.96728  0.039
44 C -2.39517 -0.20688 -0.44218  -0.524
45 H -2.03384 0.38936 -1.28243  0.010
46 H -1.84632 -1.15094 -0.44818  -0.005
47 Te -1.66784 0.78426 1.28672  1.371
48 H 2.13834 -4.60235 1.60565  0.038
49 H 3.26136 -4.28123 -0.63767  0.114
50 C 2.04357 -1.42972 2.61299  -0.127
51 H 2.74799 3.89300 0.41726  0.052
52 H -1.38860 3.46300 -3.11857  0.075
53 C 5.67350 -1.90947 -1.05412  -0.062
54 H 1.79787 5.40638 0.34153  0.061
55 C 3.55296 -0.89843 -0.74562  -0.096
56 P 0.42934 3.48126 0.86562  0.652
57 H 5.36343 0.22570 -1.05532  0.122
58 H -4.10805 -2.29585 1.25250  0.039
59 O -0.06609 2.10423 -2.38620  -0.185
60 H 0.77556 -4.47821 2.71879  0.045
61 H -2.14285 -1.38690 2.76350  0.060
62 H 6.73954 -1.84551 -1.22461  0.109
63 C 2.47524 0.07863 -0.61804  -0.479
64 H 0.88449 -3.77167 -1.39100  0.083
65 Si 1.01310 -2.41143 1.41910  0.512
66 H -6.18707 1.08986 -0.51627  0.040
67 C 1.81237 4.34494 0.09106  -0.234
68 C 2.94414 -2.14211 -0.61304  -0.152

M across the listed records, respectively: 612.67, 495.51, 464.95, 662.70 Da.